Here is C16H25BrClO4P2Rh as an isolated structure from the OMol25 dataset. Energies are from wB97M-V/def2-TZVPD.

XYZ file:
```
50
Properties=species:S:1:pos:R:3:mulliken_spin:R:1
C 3.1398 3.7473 -2.8764 -0.008
C 2.1399 2.9162 -2.1738 0.010
H 2.6514 4.6615 -3.2261 0.000
H 3.5518 3.1946 -3.7323 0.002
H 3.9488 4.0029 -2.1819 0.002
O 0.9458 3.1536 -2.0717 0.023
Cl 2.8612 1.4134 -1.4682 0.078
Rh 0.2093 0.7921 -0.4196 2.227
P -0.2280 -0.3299 -2.4068 0.182
C -2.0239 -0.4259 -2.6329 0.005
C 0.4336 0.3720 -3.9469 0.002
H -0.1460 -0.0096 -4.7997 0.001
H 0.2957 -2.5582 -3.2308 0.009
H 1.4847 0.0859 -4.0664 0.003
H 1.5273 -1.9292 -2.0797 0.010
H -2.4142 0.5866 -2.7908 -0.003
H 0.3583 1.4656 -3.9199 0.000
C 0.4550 -2.0094 -2.2943 0.005
H -2.2610 -1.0631 -3.4936 0.008
H -0.0340 -2.5399 -1.4675 -0.006
H -2.4715 -0.8454 -1.7231 -0.002
P 0.9046 1.7935 1.5473 0.224
C -0.5380 2.2011 2.5700 0.001
C 1.8700 0.5688 2.4892 -0.004
H 2.9552 3.0536 1.2000 0.003
H 1.8751 3.8229 2.4081 0.003
H 1.5097 3.9606 0.6715 0.001
C 1.9157 3.2991 1.4444 0.001
H 2.5995 0.0977 1.8203 0.004
H 2.3900 1.0321 3.3366 0.006
H -0.2192 2.4811 3.5819 0.004
H -1.2021 1.3279 2.5938 0.006
H 1.1972 -0.2134 2.8606 -0.002
H -1.0640 3.0383 2.0959 -0.003
C -0.8309 2.2623 -0.8812 0.037
O -1.5766 3.1283 -1.0700 0.032
Br -2.5535 -3.3933 -0.7651 0.181
C -2.2318 -3.6022 1.0969 0.274
C -2.7196 -4.7471 1.7376 -0.023
C -2.5412 -4.9097 3.1145 0.140
C -1.8112 -3.9606 3.8336 0.191
C -1.3159 -2.8185 3.1921 -0.003
C -1.5405 -2.6228 1.8240 0.128
C -1.0914 -1.3351 1.1395 0.075
O -1.9358 -0.4177 1.0271 0.071
O 0.1260 -1.2934 0.7195 0.093
H -3.2432 -5.5017 1.1593 0.000
H -2.9641 -5.7817 3.6154 0.005
H -1.6205 -4.0997 4.8996 0.000
H -0.7675 -2.0515 3.7400 0.006
```

Results
Lowest unoccupied orbital energy (alpha / beta) in eV: -5.89 / -10.41
Relative energy (zero: lowest compared OMol25 entry of this formula, charge and spin) in kcal/mol: 0.0
HOMO-LUMO gap (alpha / beta) in eV: 6.610 / 4.599
Charge: +2
2S+1: 5